i | This record from the OMol25 dataset describes a single C3H2Br2P2 molecule. The level of theory is wB97M-V/def2-TZVPD.

CARTESIAN COORDINATES (ANGSTROEM)
1 Br 2.303 -1.018 0.308
2 C 0.546 -0.373 0.479
3 P -0.866 -1.521 0.441
4 C -2.021 -0.218 0.362
5 Br -3.983 -0.583 0.109
6 P -1.500 1.343 0.782
7 C 0.280 0.922 0.674
8 H -0.741 -1.538 -0.871
9 H 1.174 1.680 0.919

## Properties
HOMO-LUMO gap: 0.306 Eh
E_HOMO: -9.0 eV
Multiplicity: 1
SMILES: BrC1=[PH]=C(Br)P=C1



ii | This record from the OMol25 dataset describes 2 unconnected molecules or ions with the total composition C3H2Br2P2. The level of theory is wB97M-V/def2-TZVPD.

CARTESIAN COORDINATES (ANGSTROEM)
1 C -0.472 0.314 -1.023
2 C 0.362 0.313 0.065
3 C 1.140 0.267 1.012
4 P -3.013 0.086 1.119
5 P -2.135 0.246 -0.646
6 Br 4.752 -1.935 0.787
7 Br 2.277 0.147 2.399
8 H 0.039 0.282 -1.896
9 H -2.950 0.282 -1.817

## Properties
HOMO-LUMO gap (alpha / beta): 0.161 / 0.194 Eh
E_HOMO (alpha / beta): -7.8 / -7.5 eV
Multiplicity: 1



Which is the most stable structure? i is the most stable.



i | This record from the OMol25 dataset describes 2 unconnected molecules or ions with the total composition C3H7IN2O. The level of theory is wB97M-V/def2-TZVPD.

CARTESIAN COORDINATES (ANGSTROEM)
1 C 0.066 0.358 2.132
2 N 0.480 0.709 0.794
3 N 0.891 -0.185 -0.106
4 C 1.251 -0.144 -1.280
5 I 1.216 1.560 -2.653
6 H -0.965 0.131 2.352
7 H 0.381 1.050 2.868
8 H 0.566 -0.534 2.428
9 H 0.395 1.557 0.415
10 H 1.445 -1.063 -1.912
11 C -1.528 -0.916 -1.252
12 O -1.988 -0.208 -0.437
13 H -1.281 -0.455 -2.183
14 H -0.931 -1.860 -1.164

## Properties
HOMO-LUMO gap: 0.344 Eh
E_HOMO: -8.9 eV
Multiplicity: 1
SMILES: CN/N=C\I.C=O



ii | This record from the OMol25 dataset describes 2 unconnected molecules or ions with the total composition C3H7IN2O. The level of theory is wB97M-V/def2-TZVPD.

CARTESIAN COORDINATES (ANGSTROEM)
1 C -1.042 1.012 0.045
2 C 1.319 -0.576 1.642
3 C -0.325 0.612 -2.167
4 N -0.857 0.337 -1.085
5 N 0.015 -1.827 0.205
6 O -0.021 -0.882 1.177
7 I -0.436 2.531 -3.133
8 H -1.747 0.565 0.750
9 H -0.736 2.058 -0.001
10 H 1.785 -1.494 2.024
11 H 1.108 0.020 2.500
12 H 1.843 -0.104 0.732
13 H 0.075 -0.193 -2.861
14 H -0.983 -2.059 0.172

## Properties
HOMO-LUMO gap (alpha / beta): 0.299 / 0.303 Eh
E_HOMO (alpha / beta): -7.8 / -8.8 eV
Multiplicity: 1



Which is the most stable structure? i is the most stable.



i | This record from the OMol25 dataset describes a single H2N2O3 molecule. The level of theory is wB97M-V/def2-TZVPD.

CARTESIAN COORDINATES (ANGSTROEM)
1 O 1.356 -1.087 0.672
2 N 0.486 -0.680 -0.189
3 O 0.334 -0.815 -1.284
4 N -0.520 -0.028 0.568
5 O -0.576 1.372 -0.071
6 H -0.053 0.256 1.376
7 H -1.027 0.983 -1.071

## Properties
HOMO-LUMO gap: 0.395 Eh
E_HOMO: -10.9 eV
Multiplicity: 1
SMILES: O=[N+]([O-])NO



ii | This record from the OMol25 dataset describes 2 unconnected molecules or ions with the total composition H2N2O3. The level of theory is wB97M-V/def2-TZVPD.

CARTESIAN COORDINATES (ANGSTROEM)
1 N -0.975 1.851 -0.398
2 N -1.025 0.803 -0.879
3 O 1.511 -1.692 0.368
4 O -0.747 -0.347 -0.966
5 O 0.633 -0.663 0.498
6 H -0.488 2.315 0.417
7 H 1.090 -2.267 0.960

## Properties
HOMO-LUMO gap (alpha / beta): 0.291 / 0.370 Eh
E_HOMO (alpha / beta): -8.2 / -10.1 eV
Multiplicity: 1



Which is the most stable structure? i is the most stable.



i | This record from the OMol25 dataset describes a molecular structure, C37H38BF3FeO2. The level of theory is wB97M-V/def2-TZVPD.

CARTESIAN COORDINATES (ANGSTROEM)
1 C -2.311 -1.550 3.239
2 C -1.287 -0.676 2.552
3 C -1.742 -0.673 1.107
4 C -0.972 0.512 3.632
5 C -0.400 1.817 3.087
6 C -2.077 0.808 4.633
7 O 0.093 -0.096 4.396
8 B 0.769 -0.829 3.436
9 C 2.274 -1.097 3.461
10 C 2.869 -1.853 2.443
11 C 4.211 -2.186 2.520
12 C 4.947 -1.671 3.573
13 C 6.408 -2.019 3.683
14 F 7.133 -1.068 4.337
15 F 6.554 -3.188 4.393
16 F 7.019 -2.214 2.485
17 C 4.386 -0.924 4.596
18 C 3.047 -0.582 4.504
19 C -3.286 -3.592 4.820
20 C -2.065 -4.257 4.457
21 C -0.781 -3.847 4.976
22 C 0.384 -4.450 4.524
23 C 0.343 -5.427 3.523
24 C -0.890 -5.815 2.977
25 C -2.078 -5.275 3.446
26 O 0.010 -1.292 2.389
27 H -3.310 -1.086 3.187
28 H -2.375 -2.527 2.746
29 H -2.083 -1.709 4.302
30 H -2.798 -0.424 0.946
31 H -1.088 -0.069 0.473
32 H -1.682 -1.704 0.719
33 H -1.151 2.596 2.982
34 H 0.371 2.183 3.780
35 H 0.039 1.660 2.097
36 H -2.973 1.136 4.093
37 H -2.311 -0.047 5.281
38 H -1.752 1.625 5.286
39 H 2.320 -2.156 1.565
40 H 4.675 -2.825 1.776
41 H 4.995 -0.612 5.436
42 H 2.634 0.106 5.228
43 H -3.312 -3.103 5.802
44 H -4.220 -4.072 4.488
45 H -0.748 -3.138 5.814
46 H 1.341 -4.156 4.958
47 H 1.264 -5.881 3.164
48 H -0.931 -6.551 2.171
49 H -3.042 -5.666 3.123
50 C -6.635 3.154 0.303
51 C -5.470 2.495 -0.273
52 C -4.602 3.525 -0.830
53 C -5.214 4.811 -0.602
54 C -6.473 4.588 0.083
55 Fe -4.993 3.837 1.114
56 C -4.296 5.190 2.412
57 C -5.271 4.326 3.047
58 C -4.855 2.959 2.870
59 C -3.562 2.966 2.155
60 C -2.965 1.800 1.595
61 C -2.100 2.052 0.402
62 C -2.331 1.372 -0.825
63 C -1.411 1.434 -1.864
64 C -0.202 2.132 -1.698
65 C -0.061 2.991 -0.602
66 C -1.036 2.997 0.389
67 C -3.278 4.365 1.825
68 H -7.495 2.656 0.746
69 H -5.319 1.423 -0.357
70 H -3.698 3.345 -1.405
71 H -4.839 5.774 -0.961
72 H -7.196 5.359 0.313
73 H -4.300 6.276 2.428
74 H -6.125 4.656 3.628
75 H -5.350 2.035 3.198
76 H -3.561 0.901 1.742
77 H -3.192 0.695 -0.891
78 H -1.617 0.883 -2.797
79 H 0.585 2.088 -2.456
80 H 0.797 3.668 -0.502
81 H -0.930 3.723 1.204
82 H -2.469 4.708 1.198

## Properties
HOMO-LUMO gap (alpha / beta): 0.222 / 0.200 Eh
E_HOMO (alpha / beta): -5.5 / -8.7 eV
Multiplicity: 5



ii | This record from the OMol25 dataset describes a molecular structure, C37H38BF3FeO2. The level of theory is wB97M-V/def2-TZVPD.

CARTESIAN COORDINATES (ANGSTROEM)
1 C 0.067 1.784 4.917
2 C -0.485 1.458 3.528
3 C 0.478 0.495 2.876
4 C -2.034 0.992 3.613
5 C -2.467 0.201 2.369
6 C -2.425 0.206 4.851
7 O -2.718 2.225 3.646
8 B -1.871 3.143 2.938
9 C -2.584 3.563 1.503
10 C -1.810 3.810 0.379
11 C -2.421 4.198 -0.823
12 C -3.803 4.290 -0.884
13 C -4.468 4.733 -2.164
14 F -5.690 4.140 -2.331
15 F -4.677 6.085 -2.188
16 F -3.717 4.429 -3.263
17 C -4.589 4.015 0.227
18 C -3.969 3.632 1.423
19 C -1.707 4.589 3.874
20 C -0.882 5.600 3.168
21 C -1.486 6.574 2.353
22 C -0.717 7.462 1.606
23 C 0.680 7.408 1.672
24 C 1.294 6.471 2.509
25 C 0.523 5.561 3.235
26 O -0.544 2.632 2.750
27 H 0.254 0.856 5.470
28 H 1.023 2.313 4.809
29 H -0.625 2.409 5.497
30 H 0.565 -0.400 3.500
31 H 0.161 0.210 1.865
32 H 1.476 0.955 2.820
33 H -2.088 -0.827 2.414
34 H -3.563 0.153 2.341
35 H -2.109 0.671 1.442
36 H -1.961 -0.789 4.835
37 H -2.129 0.730 5.765
38 H -3.514 0.073 4.862
39 H -0.722 3.726 0.407
40 H -1.818 4.432 -1.695
41 H -5.669 4.100 0.169
42 H -4.597 3.390 2.283
43 H -2.731 4.956 4.019
44 H -1.271 4.340 4.851
45 H -2.579 6.596 2.290
46 H -1.216 8.195 0.971
47 H 1.280 8.102 1.084
48 H 2.382 6.437 2.590
49 H 0.996 4.799 3.859
50 C 1.190 -5.334 5.771
51 C 1.803 -4.839 4.549
52 C 1.513 -5.786 3.483
53 C 0.721 -6.870 4.050
54 C 0.526 -6.591 5.467
55 Fe -0.155 -5.140 4.336
56 C -2.066 -5.604 4.018
57 C -1.915 -4.693 5.142
58 C -1.194 -3.528 4.687
59 C -0.952 -3.655 3.236
60 C -0.304 -2.720 2.373
61 C -0.363 -2.846 0.952
62 C 0.715 -2.413 0.131
63 C 0.651 -2.545 -1.254
64 C -0.500 -3.076 -1.859
65 C -1.580 -3.506 -1.075
66 C -1.526 -3.380 0.310
67 C -1.434 -5.013 2.873
68 H 1.299 -4.894 6.762
69 H 2.456 -3.973 4.473
70 H 1.903 -5.741 2.467
71 H 0.404 -7.770 3.529
72 H 0.041 -7.246 6.189
73 H -2.592 -6.560 4.019
74 H -2.311 -4.850 6.146
75 H -0.938 -2.640 5.260
76 H 0.472 -2.115 2.830
77 H 1.599 -1.994 0.620
78 H 1.497 -2.222 -1.866
79 H -0.564 -3.138 -2.945
80 H -2.477 -3.930 -1.531
81 H -2.378 -3.666 0.927
82 H -1.366 -5.419 1.865

## Properties
HOMO-LUMO gap (alpha / beta): 0.220 / 0.219 Eh
E_HOMO (alpha / beta): -5.4 / -8.9 eV
Multiplicity: 5



Which is the most stable structure? ii is the most stable.



i | This record from the OMol25 dataset describes 2 unconnected molecules or ions with the total composition C3H4F2N2. The level of theory is wB97M-V/def2-TZVPD.

CARTESIAN COORDINATES (ANGSTROEM)
1 C 0.787 -1.784 0.340
2 C 0.988 -0.428 0.214
3 C -1.739 0.853 0.454
4 N 0.634 -2.821 0.852
5 N 1.339 0.133 -0.952
6 F -1.043 2.012 0.553
7 F -1.719 0.477 -0.838
8 H 0.967 0.043 1.250
9 H -2.712 0.751 0.961
10 H 1.368 -0.336 -1.899
11 H 1.130 1.100 -0.938

## Properties
HOMO-LUMO gap (alpha / beta): 0.268 / 0.350 Eh
E_HOMO (alpha / beta): -7.3 / -9.3 eV
Multiplicity: 1



ii | This record from the OMol25 dataset describes 2 unconnected molecules or ions with the total composition C3H4F2N2. The level of theory is wB97M-V/def2-TZVPD.

CARTESIAN COORDINATES (ANGSTROEM)
1 C 0.512 -0.702 1.127
2 C 0.887 0.190 -1.206
3 C 0.257 -0.686 -0.196
4 N 0.755 -0.795 2.252
5 N -1.486 1.066 0.551
6 F -2.635 0.316 0.256
7 F -1.366 0.912 1.944
8 H 1.940 0.069 -1.170
9 H 0.724 1.231 -0.837
10 H 0.553 0.013 -2.159
11 H -0.141 -1.614 -0.562

## Properties
HOMO-LUMO gap (alpha / beta): 0.293 / 0.373 Eh
E_HOMO (alpha / beta): -9.2 / -11.3 eV
Multiplicity: 1



iii | This record from the OMol25 dataset describes a single C3H4F2N2 molecule. The level of theory is wB97M-V/def2-TZVPD.

CARTESIAN COORDINATES (ANGSTROEM)
1 C 1.175 -0.286 -0.245
2 C -0.004 0.287 0.382
3 C -0.377 1.632 0.054
4 N -0.482 2.727 -0.221
5 N -1.304 -0.710 -0.402
6 F -1.031 -2.054 -0.032
7 F -2.460 -0.592 0.276
8 H 1.872 0.535 -0.233
9 H 0.980 -0.621 -1.340
10 H 1.783 -1.088 0.336
11 H -0.153 0.170 1.424

## Properties
HOMO-LUMO gap: 0.407 Eh
E_HOMO: -10.7 eV
Multiplicity: 1
SMILES: C[C@@H](C#N)N(F)F



iv | This record from the OMol25 dataset describes a single C3H4F2N2 molecule. The level of theory is wB97M-V/def2-TZVPD.

CARTESIAN COORDINATES (ANGSTROEM)
1 C 0.442 0.786 -0.963
2 C 1.336 0.039 -0.077
3 C -1.219 -0.115 0.262
4 N -0.807 0.741 -0.824
5 N -0.182 -0.372 1.170
6 F -2.273 0.465 0.883
7 F -1.756 -1.267 -0.288
8 H 0.842 1.426 -1.741
9 H 1.667 -0.942 -0.388
10 H 2.025 0.583 0.546
11 H -0.076 -1.344 1.420

## Properties
HOMO-LUMO gap: 0.389 Eh
E_HOMO: -10.4 eV
Multiplicity: 1



Which is the most stable structure? iv is the most stable.



i | This record from the OMol25 dataset describes a single C4H9Cl molecule. The level of theory is wB97M-V/def2-TZVPD.

CARTESIAN COORDINATES (ANGSTROEM)
1 C -0.492 1.440 -0.690
2 C -0.361 0.082 -0.114
3 C -0.820 -1.226 -0.849
4 C -1.247 -0.037 1.213
5 Cl 1.530 -0.103 0.197
6 H -0.085 1.440 -1.665
7 H -1.538 1.589 -0.633
8 H -0.164 2.315 -0.109
9 H -0.095 -1.566 -1.660
10 H -0.456 -2.055 -0.189
11 H -1.856 -1.371 -0.965
12 H -2.144 -0.580 0.971
13 H -0.669 -0.595 2.065
14 H -1.484 1.027 1.490

## Properties
HOMO-LUMO gap: 0.417 Eh
E_HOMO: -10.4 eV
Multiplicity: 1
SMILES: CC(C)(C)Cl



ii | This record from the OMol25 dataset describes 2 unconnected molecules or ions with the total composition C4H9Cl. The level of theory is wB97M-V/def2-TZVPD.

CARTESIAN COORDINATES (ANGSTROEM)
1 C -0.840 0.573 -1.478
2 C -0.170 1.051 -0.195
3 C -0.695 0.421 1.017
4 C 1.269 -1.693 0.983
5 Cl 2.349 -0.903 -0.048
6 H -1.885 0.876 -1.511
7 H -0.335 0.985 -2.347
8 H -0.793 -0.512 -1.539
9 H -0.224 2.143 -0.110
10 H 0.915 0.829 -0.282
11 H -0.432 0.808 1.981
12 H -1.445 -0.344 0.956
13 H 0.729 -2.514 0.555
14 H 1.555 -1.721 2.020

## Properties
HOMO-LUMO gap (alpha / beta): 0.298 / 0.331 Eh
E_HOMO (alpha / beta): -7.9 / -8.3 eV
Multiplicity: 1



Which is the most stable structure? i is the most stable.